{"formula": "C23H32Cl2N2RuS5", "method": "the ωB97M-V functional and the def2-TZVPD basis", "species": ["Ru", "C", "N", "C", "C", "N", "C", "C", "C", "C", "C", "C", "C", "S", "C", "C", "C", "C", "C", "C", "S", "H", "H", "H", "H", "H", "H", "H", "H", "H", "H", "H", "H", "H", "H", "H", "H", "H", "H", "C", "C", "S", "C", "C", "S", "C", "C", "S", "H", "H", "H", "H", "H", "H", "H", "H", "H", "H", "H", "H", "Cl", "C", "Cl", "H", "H"], "positions_angstrom": [[-0.2777, -0.2832, -0.8946], [-0.9951, 0.4831, 2.0017], [-0.1863, -0.5209, 1.2731], [-0.8073, -1.8716, 1.4689], [-0.2332, -2.8573, 0.4742], [-0.6554, -2.4604, -0.9051], [0.1492, -3.2418, -1.8862], [-2.0853, -2.7912, -1.1045], [-2.4523, -4.1297, -1.2364], [-3.7760, -4.4738, -1.4305], [-4.7441, -3.4771, -1.4931], [-4.3904, -2.1539, -1.3543], [-3.0548, -1.7860, -1.1530], [-2.6472, -0.0992, -0.9078], [1.1880, -0.5258, 1.8034], [1.4243, -0.4207, 3.1693], [2.7226, -0.4660, 3.6509], [3.7898, -0.6349, 2.7773], [3.5610, -0.7435, 1.4217], [2.2598, -0.6719, 0.9231], [1.9835, -0.6707, -0.8041], [-1.2307, 0.1294, 3.0075], [-1.9257, 0.6472, 1.4626], [-0.4153, 1.4005, 2.0616], [-1.8819, -1.7490, 1.3196], [-0.6375, -2.2137, 2.4950], [-0.5595, -3.8771, 0.6975], [0.8575, -2.8409, 0.5017], [0.3148, -4.2484, -1.4994], [1.1147, -2.7683, -2.0451], [-0.3950, -3.3132, -2.8238], [-1.7042, -4.9076, -1.1930], [-4.0519, -5.5130, -1.5349], [-5.7801, -3.7391, -1.6536], [-5.1411, -1.3780, -1.3993], [0.6055, -0.3150, 3.8646], [2.8994, -0.3751, 4.7129], [4.8007, -0.6763, 3.1575], [4.3824, -0.8616, 0.7299], [-1.1327, 3.5936, 0.6788], [-1.1210, 3.5664, -0.8482], [-0.4029, 2.1312, -1.7088], [1.3096, 2.6706, -2.0128], [2.0657, 3.2731, -0.8483], [2.0740, 2.2301, 0.6353], [2.3004, 3.4774, 1.9339], [1.0088, 4.0209, 2.5249], [-0.0746, 4.9075, 1.3687], [-0.8334, 2.6313, 1.0842], [-2.1480, 3.8063, 1.0112], [-0.6239, 4.4405, -1.2689], [-2.1444, 3.5670, -1.2249], [1.2508, 3.4239, -2.8013], [1.8142, 1.7919, -2.4213], [1.6412, 4.2426, -0.5847], [3.0968, 3.4253, -1.1719], [2.9264, 4.2829, 1.5504], [2.8702, 2.9678, 2.7131], [1.2452, 4.7537, 3.2980], [0.4348, 3.2258, 3.0013], [-0.8133, -0.5461, -3.4213], [0.4751, -0.3718, -4.6582], [2.0853, -0.6344, -4.0142], [0.4013, 0.6372, -5.0520], [0.2689, -1.1190, -5.4184]], "forces_ev_per_a": [[0.19, -0.71, -0.53], [-0.10, -0.10, 0.14], [0.08, 0.26, -0.54], [0.08, -0.10, 0.00], [-0.09, 0.15, 0.08], [-0.08, 0.39, 0.39], [0.16, 0.00, -0.07], [-0.27, 0.13, 0.02], [-0.09, 0.15, 0.03], [0.00, -0.01, 0.01], [-0.01, -0.12, -0.02], [0.15, 0.07, 0.02], [0.30, -0.27, 0.09], [-0.13, 0.12, 0.06], [0.20, -0.23, -0.10], [0.00, -0.12, -0.15], [0.02, 0.02, 0.01], [0.03, 0.00, 0.10], [-0.18, -0.08, -0.07], [-0.24, -0.26, 0.20], [-0.34, 0.21, 0.01], [0.01, 0.03, 0.00], [0.05, -0.04, 0.04], [0.00, -0.33, 0.17], [0.04, -0.05, -0.03], [0.04, 0.07, -0.06], [-0.09, 0.07, -0.04], [-0.05, -0.02, 0.02], [-0.01, -0.01, -0.05], [-0.04, -0.02, 0.05], [0.07, 0.06, 0.02], [0.02, -0.06, 0.01], [-0.01, -0.03, -0.01], [-0.05, -0.02, 0.00], [-0.03, 0.05, 0.00], [-0.02, 0.02, 0.06], [0.01, -0.01, 0.04], [0.03, 0.00, 0.02], [0.04, 0.02, -0.05], [0.13, 0.14, 0.00], [-0.34, -0.24, -0.06], [0.59, -0.31, 0.38], [-0.08, 0.01, -0.14], [0.05, 0.14, 0.16], [-0.02, 0.48, -0.02], [0.02, 0.00, -0.07], [-0.01, 0.02, -0.12], [-0.01, -0.02, 0.13], [-0.06, 0.48, -0.25], [-0.01, -0.07, 0.02], [0.01, -0.01, -0.05], [0.01, 0.05, 0.02], [0.01, -0.05, -0.05], [-0.08, 0.04, 0.07], [0.02, -0.07, -0.01], [0.01, 0.07, 0.00], [0.01, 0.01, -0.02], [0.02, 0.03, 0.04], [0.00, -0.02, 0.03], [-0.02, 0.02, 0.05], [0.10, 0.04, 0.18], [0.06, 0.01, -0.10], [-0.07, 0.00, -0.11], [0.01, -0.07, 0.03], [-0.01, 0.07, 0.03]], "lowdin_charge": [0.57, -0.09, -0.24, -0.13, -0.15, -0.26, -0.10, -0.29, -0.04, -0.07, -0.07, -0.10, -0.61, 0.58, -0.32, -0.02, -0.05, -0.06, -0.11, -0.65, 0.67, 0.10, 0.04, 0.05, 0.12, 0.14, 0.14, 0.11, 0.10, 0.02, 0.09, 0.11, 0.11, 0.11, 0.11, 0.11, 0.11, 0.11, 0.11, -0.51, -0.47, 0.79, -0.51, -0.50, 0.91, -0.49, -0.53, 0.90, 0.00, 0.08, 0.08, 0.08, 0.09, 0.02, 0.04, 0.09, 0.09, 0.07, 0.08, 0.07, 0.61, -0.89, 0.57, 0.04, 0.04], "homo_energy_ev": [-10.237, -10.202], "gap_ev": [7.425, 5.548], "max_force_ev_per_a": 0.9, "charge": 1, "relative_energy_ev": 0.000, "e_lumo_ev": [-2.81, -4.65], "spin_multiplicity": 2}